Entry 1:
{"formula": "C22H19N6O2S3Y", "method": "wB97M-V/def2-TZVPD", "charge": 2, "spin_multiplicity": 1, "orbital_gap_ha": 0.2640, "energy_ha": -2561.18985, "symbols": ["C", "S", "O", "H", "C", "H", "N", "C", "S", "C", "C", "C", "N", "H", "C", "C", "N", "H", "C", "H", "O", "H", "N", "H", "H", "H", "N", "N", "C", "H", "H", "Y", "C", "C", "S", "H", "H", "H", "C", "C", "H", "H", "C", "H", "C", "C", "C", "H", "C", "C", "C", "C", "H"], "positions_angstrom": [[9.451612, 10.404421, 9.613616], [11.097228, 11.634152, 7.742703], [13.917267, 6.518298, 10.916377], [7.765934, 11.710964, 9.077286], [16.183316, 5.332931, 8.990545], [18.212156, 4.843125, 8.595587], [10.216941, 9.894182, 6.064124], [11.014374, 9.961021, 7.152499], [12.072068, 7.253270, 13.602803], [14.980216, 5.854935, 8.555929], [17.305090, 5.291111, 8.172548], [16.078549, 6.405949, 6.457421], [11.433394, 8.804899, 7.624727], [11.144008, 4.595181, 13.535959], [11.594995, 8.179223, 11.310479], [9.876660, 9.120090, 9.833524], [9.120390, 8.103465, 9.476043], [11.690397, 10.818517, 11.362711], [12.339543, 8.696550, 8.835177], [10.437238, 4.466426, 11.939574], [12.600464, 5.030940, 9.412138], [6.186725, 9.615487, 9.249804], [12.745368, 7.274309, 8.732695], [16.038325, 6.941836, 5.490319], [10.515421, 12.299735, 9.961683], [9.993034, 10.739359, 5.518560], [11.087830, 6.886008, 11.249562], [10.983849, 5.007920, 12.615161], [13.509197, 9.692174, 8.936907], [9.624421, 9.043815, 5.909335], [14.423382, 9.506733, 8.323928], [10.879383, 6.318102, 8.932463], [11.392474, 9.042439, 10.106719], [11.792254, 10.588435, 10.304072], [13.553403, 6.192325, 9.582246], [16.329400, 5.008757, 10.036068], [12.815788, 9.381680, 12.802949], [18.707203, 6.648962, 5.523288], [13.185674, 10.686131, 9.768867], [17.269021, 5.864673, 6.920703], [13.985218, 6.727582, 6.785313], [13.821621, 11.540460, 10.014824], [7.825731, 8.285640, 9.300286], [18.315155, 4.907545, 5.281528], [7.279217, 9.581332, 9.288105], [14.947330, 6.390756, 7.240370], [10.658605, 11.305263, 9.560027], [7.161724, 7.449255, 9.144072], [11.270898, 6.271857, 12.417130], [18.454658, 5.716050, 6.025860], [8.126885, 10.689276, 9.322122], [12.207968, 8.531183, 12.484652], [19.308822, 5.447855, 6.695862]], "forces_ev_per_angstrom": [[0.619, 1.258, 0.281], [0.324, 0.099, 1.136], [0.259, -0.237, 0.172], [0.313, -0.829, 0.402], [0.223, -0.279, 1.804], [-0.327, 0.245, -0.409], [-1.322, -0.468, -1.054], [-0.436, -1.803, -0.041], [-0.234, -0.894, 0.118], [-0.127, 1.003, -1.075], [-0.279, -0.070, 0.831], [-0.368, 0.838, -0.391], [0.740, 0.750, 0.849], [-0.166, 0.083, -0.672], [0.949, 1.126, 0.906], [1.148, 0.484, -1.463], [0.614, -2.520, 0.598], [0.135, 0.219, 0.072], [-0.505, 0.265, -0.348], [0.449, 0.422, 0.671], [-0.410, -0.150, 0.330], [0.449, 0.455, -0.288], [-0.652, 0.481, 0.464], [0.053, -0.689, 0.508], [-0.194, 0.303, -0.111], [-0.059, -0.815, 0.793], [-0.115, 0.052, 0.287], [-0.719, -1.981, 0.665], [-0.531, -0.444, 0.021], [1.346, 1.228, -0.107], [-0.848, 0.380, 0.759], [-1.335, 0.658, -0.047], [0.393, 0.998, 0.031], [-0.786, -2.067, 0.274], [2.103, 0.180, -1.377], [-0.389, 0.069, -0.620], [-0.569, -0.120, -0.490], [-0.051, -0.075, -0.161], [0.632, 0.090, -0.476], [0.302, -0.794, -0.780], [1.035, -0.037, 0.623], [-0.169, -0.309, -0.183], [-0.839, 1.642, -0.031], [0.011, 0.483, 0.386], [-0.427, -0.657, 0.162], [-1.362, -0.178, -0.058], [0.442, 0.635, -0.864], [0.178, -0.259, -0.083], [0.778, 1.362, -0.598], [1.077, -0.183, 0.662], [-0.576, 0.016, -0.240], [-0.350, -0.092, -0.956], [-0.426, 0.125, -0.885]]}



Entry 2:
{"formula": "C22H19N7PdSe", "method": "wB97M-V/def2-TZVPD", "charge": 0, "spin_multiplicity": 1, "orbital_gap_ha": [0.2613, 0.1938], "energy_ha": -3762.35665, "symbols": ["C", "H", "H", "H", "C", "C", "H", "C", "C", "H", "C", "C", "N", "H", "H", "C", "H", "N", "H", "H", "N", "Se", "N", "C", "C", "C", "C", "C", "N", "H", "H", "N", "C", "H", "H", "C", "C", "C", "N", "Pd", "H", "C", "C", "H", "H", "C", "C", "H", "C", "H"], "positions_angstrom": [[-0.374510, -0.563318, 4.765670], [-0.606266, 5.929588, -3.229083], [-0.839079, -1.322891, 6.751180], [-2.232342, -3.170340, 5.903342], [-0.428266, 3.541966, -0.820633], [-1.240479, 2.658013, -2.922467], [5.471368, 2.425979, -3.162476], [3.252214, 1.429899, -0.791763], [-1.397647, -1.832405, 2.897165], [2.951535, 1.608333, 0.232508], [4.289912, 2.113038, -1.391226], [-1.505960, 0.551446, -2.290395], [-1.072876, 1.144725, -1.219425], [-1.948957, 1.148795, -4.276315], [-1.422066, 4.036837, -4.590598], [-0.890494, 2.473959, -1.585539], [-2.007544, -1.120669, -3.488837], [0.386641, 0.450940, 5.139851], [-1.535612, -1.938674, 1.828219], [0.018963, 5.626021, -0.869707], [1.505864, -0.333497, -1.205002], [0.911553, 1.248701, 3.636254], [2.066366, -0.726268, -3.322864], [4.652757, 1.867855, -2.727500], [1.235915, -1.022193, -2.272635], [0.198240, -2.099599, -2.409990], [-1.760195, -2.481002, 5.214815], [-0.576071, -0.755193, 3.357021], [-1.637401, 1.403742, -3.356580], [-2.915582, -0.992631, -1.980855], [-1.506670, -2.622575, -1.418738], [0.038690, 0.120585, 2.556237], [2.944405, 0.250090, -2.880945], [4.836510, 2.856214, -0.825971], [0.045742, -2.282491, -3.488427], [-1.151693, 3.895891, -3.552316], [-0.998384, -1.472260, 5.692017], [-1.918091, -0.887782, -2.412955], [-1.029291, -1.788302, -1.718463], [0.049943, 0.099001, 0.540331], [-0.151671, 3.384381, 0.213754], [-1.965741, -2.663243, 3.799390], [-0.336911, 4.774254, -1.433948], [0.607854, -3.019365, -1.986775], [-2.591712, -3.479521, 3.462397], [-0.693732, 4.947523, -2.783105], [2.575915, 0.483059, -1.556966], [2.031053, -1.144936, -4.234670], [3.988589, 0.932747, -3.497057], [4.269610, 0.749175, -4.525821]], "forces_ev_per_angstrom": [[-0.286, -0.417, 0.114], [-0.002, -0.003, 0.000], [0.013, 0.015, 0.003], [-0.017, -0.017, -0.014], [0.023, -0.007, -0.003], [-0.082, -0.036, -0.137], [-0.001, -0.002, 0.000], [-0.031, 0.004, 0.004], [0.520, 0.710, -0.044], [0.011, -0.002, 0.008], [0.011, 0.004, -0.066], [-0.212, -0.056, -0.222], [0.123, -0.110, -0.075], [-0.015, 0.015, -0.003], [-0.009, -0.021, -0.001], [0.109, 0.017, 0.276], [0.006, -0.033, 0.033], [0.116, 0.165, 0.270], [-0.026, -0.040, -0.017], [-0.006, 0.005, -0.011], [-0.137, 0.015, -0.085], [0.439, 0.619, 0.018], [-0.023, 0.107, 0.193], [-0.023, 0.003, 0.071], [0.061, -0.207, -0.239], [0.041, 0.016, 0.020], [-0.249, -0.298, -0.591], [-0.684, -0.950, 0.454], [0.101, 0.027, 0.178], [0.013, 0.029, 0.018], [-0.007, -0.005, 0.027], [-0.054, -0.162, -0.905], [0.001, -0.112, -0.151], [0.005, -0.004, -0.007], [-0.027, -0.013, 0.032], [0.019, -0.006, 0.019], [0.297, 0.423, -0.226], [-0.013, 0.029, 0.010], [-0.002, -0.010, -0.022], [0.215, 0.479, -0.016], [-0.008, 0.003, 0.008], [-0.188, -0.298, 0.733], [-0.007, -0.008, -0.068], [0.006, 0.024, 0.026], [-0.006, -0.018, 0.029], [0.018, 0.002, 0.072], [-0.031, 0.113, 0.270], [0.015, 0.000, -0.005], [-0.010, 0.023, 0.020], [-0.007, -0.013, 0.000]]}



Entry 3:
{"formula": "C22H19NO7S", "method": "wB97M-V/def2-TZVPD", "smiles": "CCOC(=O)CN1C(=O)S/C(=C/c2ccc(OCc3ccc(C(=O)O)cc3)cc2)C1=O", "charge": 0, "spin_multiplicity": 1, "orbital_gap_ha": 0.2877, "energy_ha": -1829.44178, "symbols": ["C", "H", "H", "H", "C", "H", "C", "O", "C", "H", "H", "H", "H", "H", "N", "H", "C", "C", "C", "C", "C", "C", "O", "C", "H", "S", "H", "C", "H", "O", "H", "H", "C", "C", "H", "O", "C", "C", "H", "C", "H", "O", "C", "H", "C", "C", "O", "C", "C", "O"], "positions_angstrom": [[-4.018995, 2.287760, 0.713530], [2.950855, 0.934967, -1.895074], [1.004441, 2.926172, -1.109834], [3.053072, -3.330184, 1.520488], [-0.854491, -2.185246, 0.780429], [-0.218130, 1.737627, -0.629013], [1.004169, -3.327528, -0.229147], [-6.610194, 1.134139, 0.373847], [3.887524, -0.814522, 1.408795], [4.212164, -3.538514, 0.191310], [0.550856, 2.748037, 0.593888], [-3.630959, 2.481975, 1.716470], [-1.224080, -1.521041, 1.542105], [1.145978, -1.989960, 1.455886], [-4.339761, 0.886826, 0.549609], [4.147162, -1.307050, 2.334886], [-0.909450, 3.771013, -0.619763], [-5.623462, 0.458958, 0.341841], [3.697803, 1.189990, 0.096408], [3.211718, 0.442243, -0.972256], [-3.822582, -1.358001, 0.156954], [4.036497, 0.551131, 1.288146], [-2.147911, 0.318822, 0.604324], [3.404600, -1.564583, 0.340919], [0.520648, -4.632465, -1.847159], [-5.586818, -1.291746, 0.038641], [2.699955, -1.508479, -1.677402], [3.072178, -0.926151, -0.847852], [-0.582786, 4.760991, -0.295131], [4.296382, 3.347289, 0.905123], [-3.771082, -3.308602, -0.522151], [3.699511, 4.126620, -1.178879], [-1.741684, -2.762573, -0.129628], [-1.227266, -3.682256, -1.056368], [-1.229882, 3.804861, -1.665823], [-2.983806, 2.264615, -1.461016], [0.182440, 2.728654, -0.428660], [0.495794, -2.464150, 0.738429], [-1.897737, -4.163661, -1.752814], [3.266715, -3.062133, 0.476577], [4.411743, 1.146427, 2.106434], [-2.042682, 3.456803, 0.198455], [-3.299427, -0.025827, 0.463892], [-4.932114, 2.863260, 0.541675], [0.118585, -3.946706, -1.118116], [3.881290, 2.653958, 0.010197], [2.313550, -3.642347, -0.387328], [-3.158320, -2.491976, -0.156220], [-2.954595, 2.653126, -0.325231], [3.542570, 3.169454, -1.184371]], "forces_ev_per_angstrom": [[0.277, 0.066, -0.034], [-0.030, 0.037, -0.083], [0.107, 0.026, -0.061], [0.016, 0.036, -0.116], [-0.248, -0.204, -0.116], [0.013, -0.089, -0.049], [-0.516, -0.014, -0.052], [-0.205, 0.214, -0.003], [-0.052, -0.137, -0.143], [-0.163, 0.053, 0.120], [0.083, -0.013, 0.102], [-0.093, -0.006, -0.130], [-0.003, 0.048, 0.019], [0.057, 0.035, 0.059], [0.430, 0.572, 0.112], [0.008, -0.039, 0.120], [0.369, -0.025, -0.427], [-0.103, -0.657, -0.120], [-0.041, -0.306, -0.005], [0.087, 0.143, 0.117], [-0.187, -0.924, -0.282], [0.002, 0.240, -0.130], [-0.006, 0.049, 0.090], [-0.027, 0.045, -0.089], [0.041, -0.083, -0.085], [-0.161, -0.061, 0.005], [-0.062, -0.044, -0.062], [0.029, -0.153, 0.044], [-0.085, -0.103, -0.057], [-0.019, -0.078, 0.009], [-0.063, -0.065, -0.019], [0.062, -0.174, 0.254], [0.629, -0.141, 0.052], [-0.055, 0.257, 0.189], [0.054, 0.085, 0.190], [0.024, 0.009, -0.054], [-0.395, 0.148, 0.036], [0.368, -0.112, 0.010], [-0.072, -0.080, -0.072], [0.271, -0.025, 0.204], [0.027, 0.051, 0.064], [0.013, 0.225, 0.385], [0.126, 0.178, 0.121], [0.141, -0.063, 0.025], [0.360, 0.018, 0.062], [0.168, 0.501, 0.301], [-0.025, -0.052, -0.177], [-0.604, 0.741, 0.158], [-0.420, -0.082, 0.013], [-0.123, -0.047, -0.493]]}



Entry 4:
{"formula": "C22H20AuF3N6O2S2", "method": "wB97M-V/def2-TZVPD", "de_lowest_kcal_mol": 0.0, "charge": 2, "spin_multiplicity": 1, "orbital_gap_ha": 0.2530, "energy_ha": -2560.56710, "symbols": ["H", "F", "C", "C", "C", "C", "C", "C", "S", "H", "S", "C", "H", "H", "N", "C", "C", "H", "C", "H", "N", "C", "C", "C", "N", "O", "H", "F", "H", "Au", "H", "C", "H", "H", "N", "H", "N", "H", "C", "O", "H", "H", "C", "N", "C", "H", "H", "C", "C", "C", "H", "H", "F", "H", "C", "C"], "positions_angstrom": [[2.774225, -0.095603, -2.048546], [-6.011971, -0.601137, -0.568738], [3.180497, -0.474324, 1.162044], [-4.184950, -2.561030, -0.135811], [0.637514, -1.981175, -3.882814], [3.225492, -0.458605, -1.138348], [0.671081, 1.909664, 4.696456], [-1.907460, -3.199075, 0.055991], [-1.801174, 0.684014, -0.401053], [4.673502, -1.659575, 2.147893], [0.046922, 0.837346, 1.943323], [-2.397514, -0.985525, -0.245035], [4.852003, -1.415140, -2.127012], [1.075860, 2.192867, 5.662700], [2.593390, -0.130155, 0.007231], [4.282994, -1.313250, 1.203784], [0.292755, 0.301937, -4.523423], [0.565929, -1.299789, -5.923160], [4.883670, -1.692698, 0.016884], [-3.532316, -4.592440, 0.159178], [-1.483376, -1.938801, -0.087552], [0.503223, -1.022928, -4.878241], [0.236778, 0.630785, -3.181090], [-3.768917, -1.249230, -0.277861], [-0.887453, 1.951915, -5.902801], [-2.123122, 2.365278, -3.905604], [0.034426, 1.642445, -2.858290], [-4.742711, 0.701043, 0.604012], [-2.360783, 3.294601, -3.998363], [0.441533, 0.222350, -0.204182], [-2.938267, 2.090552, -5.799060], [4.381047, -1.203356, -1.178243], [-0.829877, 2.698135, -6.581960], [3.334007, 1.312271, 5.373879], [0.417910, -0.294563, -2.229359], [0.777679, -3.025571, -4.121900], [2.759095, 0.131555, 2.378402], [-1.133598, -3.945193, 0.192766], [-4.772564, -0.135730, -0.446575], [1.361719, 1.673003, -6.086048], [0.696466, -2.286527, -1.750436], [0.367281, 2.800085, 4.149438], [0.300987, 1.387898, -5.580183], [1.720345, 1.208548, 3.952880], [-2.116867, 1.744384, -5.173689], [-2.253162, 0.680470, -4.986826], [4.684501, 0.015963, 3.386875], [3.657158, 0.319202, 3.440659], [-3.239375, -3.559996, 0.037964], [3.002580, 0.974058, 4.407988], [-5.241043, -2.792335, -0.158847], [-0.183766, 1.251836, 4.840582], [-4.493418, 0.597305, -1.541070], [5.749333, -2.341096, 0.032933], [1.577087, 0.707615, 2.722287], [0.598896, -1.582279, -2.564727]], "forces_ev_per_angstrom": [[0.009, -0.026, 0.012], [0.002, 0.008, -0.003], [0.013, 0.139, 0.030], [0.001, 0.030, -0.006], [-0.021, 0.015, -0.021], [0.038, -0.013, -0.001], [-0.006, -0.008, -0.001], [0.010, -0.014, -0.001], [-0.188, 0.000, -0.029], [-0.007, -0.003, 0.001], [-0.019, -0.045, 0.130], [0.161, -0.026, 0.023], [0.001, 0.001, 0.002], [0.001, 0.007, -0.002], [-0.148, -0.104, -0.016], [0.024, 0.002, -0.049], [-0.006, 0.049, 0.041], [0.003, 0.004, 0.000], [0.003, 0.003, 0.016], [0.006, -0.001, -0.003], [-0.031, 0.057, -0.026], [0.034, -0.023, -0.003], [-0.018, 0.038, 0.039], [-0.017, 0.013, -0.003], [-0.021, 0.022, 0.040], [0.004, 0.032, 0.013], [0.024, 0.005, -0.007], [-0.001, 0.003, -0.009], [-0.012, -0.002, -0.005], [0.254, 0.116, -0.159], [0.003, 0.000, 0.002], [0.002, 0.010, 0.010], [-0.001, 0.005, 0.004], [0.010, -0.004, -0.003], [0.023, -0.150, 0.059], [0.006, 0.002, -0.004], [-0.023, -0.012, -0.014], [-0.008, 0.000, -0.001], [-0.014, -0.029, 0.028], [-0.026, -0.027, -0.023], [0.008, 0.010, 0.011], [-0.005, -0.003, -0.001], [0.036, -0.030, -0.020], [0.014, 0.005, -0.006], [0.001, -0.011, -0.027], [-0.001, 0.003, 0.001], [0.001, 0.008, 0.010], [0.010, -0.006, 0.021], [0.005, -0.002, 0.005], [0.008, -0.010, -0.008], [0.000, 0.002, 0.003], [0.001, -0.001, 0.003], [-0.011, 0.011, -0.017], [-0.003, -0.003, 0.001], [-0.048, 0.001, 0.014], [-0.079, -0.045, -0.052]]}